Density functional theory data (ωB97M-V/def2-TZVPD) for one molecule with the formula C5H14N2O.

Structure (XYZ):
```
22
Properties=species:S:1:pos:R:3:forces:R:3
C 1.339 -0.860 0.872 -0.2 -0.2 -0.1
H 0.145 2.079 -0.028 -0.2 0.1 0.0
H 0.576 -1.911 -1.735 0.1 0.1 0.0
H 0.751 -2.706 1.182 0.1 0.1 -0.1
H 1.133 -0.724 1.932 0.0 0.1 0.2
C -1.455 1.296 1.216 0.1 -0.1 -0.3
H -1.620 2.187 1.810 0.0 0.2 0.2
H 1.807 0.434 -1.290 0.0 0.2 -0.1
H -0.541 -0.654 -0.091 -0.2 -0.1 0.2
O 1.329 -2.251 0.559 0.0 -0.1 0.1
N -2.437 1.326 0.127 0.0 -0.2 0.1
H -0.175 -0.824 -2.906 0.1 0.0 0.0
N 0.825 0.195 -1.352 0.3 -0.4 0.3
H -3.369 1.264 0.522 0.0 0.1 -0.1
C -0.025 1.287 0.697 0.2 -0.2 0.1
C 0.359 -0.047 0.032 -0.2 0.2 -0.7
H 0.632 1.485 1.547 0.1 0.0 0.1
C 0.696 -0.960 -2.258 -0.2 0.0 0.0
H -2.340 0.519 -0.480 0.1 0.1 0.0
H 1.580 -1.046 -2.895 -0.1 0.1 0.0
H -1.561 0.428 1.884 -0.1 0.0 0.0
H 2.351 -0.516 0.654 0.1 0.1 0.2
```
Positions in Å, forces in eV/Å.

- SMILES = CN[C@@H](CO)CCN
- multiplicity = 1
- LUMO energy (hartree) = 0.02904
- frontier orbital gap (hartree) = 0.345

Mulliken population analysis, charges in e, atoms 1 to 4:
1 C -0.79
2 H 0.37
3 H 0.31
4 H 0.32


Density functional theory data (ωB97M-V/def2-TZVPD) for one molecule with the formula C5H14N2O.

Structure (XYZ):
```
22
Properties=species:S:1:pos:R:3:forces:R:3
H -0.862 0.844 -1.738 0.1 0.0 0.0
C 0.442 0.543 -0.012 3.4 0.0 0.2
H 0.592 -0.085 -2.100 0.0 0.0 0.1
N 2.040 0.317 0.203 -1.9 0.7 -0.2
H -2.221 0.037 1.000 0.1 0.0 0.0
H 0.431 -1.970 -0.962 -0.1 0.0 0.1
H 2.420 -0.166 -0.611 -0.3 0.1 0.1
H 0.178 1.639 1.860 0.0 -0.1 -0.2
C 0.204 0.749 -1.508 -0.3 -0.1 0.0
H 2.497 1.229 0.201 -0.2 -0.1 0.0
H 0.695 1.661 -1.865 0.0 -0.1 0.2
C 0.057 1.792 0.783 0.0 -0.1 0.0
N 0.390 -1.991 0.054 0.2 0.4 0.2
H -1.581 -2.606 0.661 -0.4 0.3 -0.1
C -1.775 -0.708 0.337 1.4 -0.8 0.7
C -0.137 -0.732 0.581 -3.0 0.1 -1.0
H 0.000 -0.755 1.666 0.1 0.1 -0.2
H 0.685 2.643 0.498 0.0 -0.1 0.0
H -0.980 2.087 0.593 0.1 -0.1 0.0
H 1.352 -2.073 0.387 -0.3 -0.1 -0.1
O -2.328 -1.972 0.656 0.5 -0.3 0.3
H -2.099 -0.485 -0.682 0.5 0.2 -0.1
```
Positions in Å, forces in eV/Å.

- SMILES = CC(C)(N)[C@H](N)CO
- multiplicity = 1
- LUMO energy (hartree) = 0.02889
- frontier orbital gap (hartree) = 0.386

Mulliken population analysis, charges in e, atoms 1 to 4:
1 H 0.33
2 C 1.36
3 H 0.33
4 N -0.76


Density functional theory data (ωB97M-V/def2-TZVPD) for a 3-piece molecular cluster, C5H14N2O overall.

Structure (XYZ):
```
22
Properties=species:S:1:pos:R:3:forces:R:3
H 0.008 -0.029 2.238 0.0 0.0 0.0
H -2.485 -0.459 -0.270 0.2 0.0 0.0
N 1.873 0.764 -0.083 0.0 -0.4 -0.1
C -0.192 1.093 -0.167 -3.7 -0.8 0.1
H -0.224 1.811 0.640 0.2 0.0 -0.1
H -0.739 -2.005 -0.902 0.0 0.1 0.0
H -0.856 -1.463 1.637 0.0 0.0 -0.1
C 0.057 -1.264 -1.025 0.1 0.1 0.0
O -2.614 0.913 1.307 -0.1 -0.1 0.2
C -2.180 0.547 0.030 1.1 1.1 -0.4
H 2.485 1.028 -1.974 0.0 -0.1 0.1
H 2.963 -0.398 -1.327 0.1 0.1 0.0
N 2.831 0.593 -1.124 -0.1 -0.2 0.1
H -2.462 0.183 1.917 0.0 0.1 -0.1
H 1.004 -1.806 -1.014 0.0 0.0 0.0
H 0.899 -1.439 1.650 -0.1 0.0 0.0
C 0.039 -0.264 0.092 2.4 0.4 0.0
H -2.548 1.282 -0.681 -0.2 -0.1 0.0
H -0.190 1.444 -1.189 0.1 0.0 0.1
H 2.364 1.078 0.754 0.1 -0.4 0.1
H -0.054 -0.791 -2.000 0.0 0.0 0.0
C 0.018 -0.818 1.488 0.0 0.1 0.0
```
Positions in Å, forces in eV/Å.

- multiplicity = 1
- LUMO energy (hartree) = 0.02428
- frontier orbital gap (hartree) = 0.268

Mulliken population analysis, charges in e, atoms 1 to 4:
1 H 0.38
2 H 0.32
3 N -0.29
4 C -0.80


Density functional theory data (ωB97M-V/def2-TZVPD) for a 2-piece molecular cluster, C5H14N2O overall.

Structure (XYZ):
```
22
Properties=species:S:1:pos:R:3:forces:R:3
H 3.921 -0.223 0.559 0.0 0.0 -0.1
H 2.953 1.196 0.975 0.0 0.2 0.1
C 1.879 -0.332 -0.111 -2.0 0.2 -1.1
N -0.147 -0.324 1.261 -2.5 1.8 -1.3
H -0.832 0.674 -0.992 -3.9 1.8 0.1
C 2.940 0.113 0.894 -0.5 -0.4 0.1
H -2.771 -0.827 -0.300 0.0 0.0 0.1
H 0.477 1.333 0.274 0.0 0.5 0.4
H -0.987 -1.932 2.048 0.2 0.2 0.1
O 2.203 0.067 -1.420 0.7 0.1 -0.6
H -4.032 0.307 -0.757 0.0 0.0 -0.1
C -3.004 0.004 -0.965 -0.2 -0.3 -0.1
H 1.820 -1.422 -0.159 0.1 0.1 0.1
C -2.029 1.147 -0.779 2.4 -1.1 -0.8
H 2.746 -0.320 1.883 0.0 0.2 -0.2
H -2.052 1.526 0.238 0.4 -0.2 0.3
H -2.295 2.002 -1.396 0.3 -0.1 -0.4
N -0.542 -1.595 1.209 0.9 -1.1 0.3
H 2.276 1.029 -1.445 0.0 -0.1 0.0
H 0.028 -2.285 0.726 0.0 0.0 0.0
H -2.968 -0.393 -1.985 -0.1 0.1 0.1
C 0.420 0.256 0.240 4.1 -1.9 3.2
```
Positions in Å, forces in eV/Å.

- SMILES = C[C@H](O)/C=N\N.CC
- multiplicity = 1
- LUMO energy (hartree) = 0.02651
- frontier orbital gap (hartree) = 0.320

Mulliken population analysis, charges in e, atoms 1 to 4:
1 H 0.36
2 H 0.35
3 C 0.23
4 N -0.31


Density functional theory data (ωB97M-V/def2-TZVPD) for a 2-piece molecular cluster, C5H14N2O overall.

Structure (XYZ):
```
22
Properties=species:S:1:pos:R:3:forces:R:3
H -3.194 -2.363 0.651 -0.5 0.0 -1.2
H 1.081 0.405 -2.362 1.1 -0.1 1.0
H 0.985 -2.065 -2.074 -0.7 1.8 1.6
H -2.102 -1.273 0.966 0.7 1.7 -1.2
C 0.344 -1.339 -1.397 -1.7 -1.9 -0.8
N 0.971 -0.478 0.890 1.1 0.4 -1.0
H 0.666 -2.525 0.544 -0.8 -0.5 0.2
H -0.743 -1.413 -1.873 2.1 -0.7 1.2
C 1.086 0.664 -0.040 -2.2 -0.2 -0.5
H 1.892 -0.633 1.240 0.5 -0.9 0.1
C 0.296 -1.585 0.172 -0.2 2.0 -1.1
H 2.062 1.120 -0.117 0.3 0.0 0.3
N 0.244 3.043 -0.092 -0.2 -2.7 -1.9
H -0.654 3.392 -0.227 -1.9 0.9 -1.1
H -0.280 0.711 -1.737 -1.4 0.1 0.7
H -1.017 1.186 0.239 1.6 1.1 -0.4
H -0.719 -1.196 0.329 0.2 -1.8 0.3
H -0.062 1.750 1.528 0.8 -0.4 -0.5
H 0.468 3.511 0.706 1.5 1.9 2.5
C 0.032 1.666 0.417 -1.5 -0.1 1.7
C 0.561 0.143 -1.408 2.1 1.1 -2.6
O -2.600 -1.983 1.267 -0.9 -1.9 2.8
```
Positions in Å, forces in eV/Å.

- SMILES = NC[C@@H]1CCCN1.O
- multiplicity = 1
- LUMO energy (hartree) = 0.03029
- frontier orbital gap (hartree) = 0.354

Mulliken population analysis, charges in e, atoms 1 to 4:
1 H 0.30
2 H 0.43
3 H 0.28
4 H 0.41


Density functional theory data (ωB97M-V/def2-TZVPD) for one molecule with the formula C5H14N2O.

Structure (XYZ):
```
22
Properties=species:S:1:pos:R:3:forces:R:3
H -1.330 2.483 -0.239 0.1 2.7 1.0
H 2.860 2.480 0.725 -0.8 0.9 -1.2
H -0.257 0.878 1.077 0.0 -0.4 1.0
H -2.290 -1.163 -0.014 -0.5 0.0 0.6
C -1.361 -1.719 -0.068 -1.8 -1.7 -1.5
C 2.324 0.543 0.210 -1.4 4.6 -1.8
N -1.249 -2.606 1.138 0.1 -0.3 -4.2
H 0.651 -1.198 -0.259 -0.2 0.3 0.3
H -2.485 1.295 -0.046 0.4 -0.6 -0.8
H -1.651 -2.423 -1.006 1.1 1.3 2.1
H 2.981 0.226 -0.605 -0.1 -0.7 0.4
H -1.414 -2.209 1.975 -1.0 2.1 3.2
H -0.375 -3.056 1.242 1.1 -0.5 -0.4
H 1.124 1.343 -1.401 0.5 -0.3 -2.4
H -0.206 -0.903 -1.576 -0.4 1.3 -1.3
H 2.104 -0.077 1.047 -0.7 -1.5 -0.3
O 2.966 1.573 0.927 2.0 -1.4 1.9
C -0.309 -0.706 -0.533 1.7 -1.8 2.7
C -1.537 1.526 -0.555 2.6 -0.6 0.9
H -1.437 1.687 -1.620 -0.8 -0.9 -0.5
C -0.235 0.772 0.021 -0.6 -1.7 -3.5
N 1.126 1.256 -0.440 -1.2 -0.8 3.7
```
Positions in Å, forces in eV/Å.

- SMILES = C[C@@H](CCN)NCO
- multiplicity = 1
- LUMO energy (hartree) = 0.03576
- frontier orbital gap (hartree) = 0.357

Mulliken population analysis, charges in e, atoms 1 to 4:
1 H 0.51
2 H 0.30
3 H 0.33
4 H 0.32


Density functional theory data (ωB97M-V/def2-TZVPD) for one molecule with the formula C5H14N2O.

Structure (XYZ):
```
22
Properties=species:S:1:pos:R:3:forces:R:3
H 1.166 0.796 1.164 -0.2 1.0 0.0
H -0.541 2.033 0.979 0.3 0.3 0.1
H -1.716 -0.144 -0.117 0.5 -0.1 0.5
H 2.321 -1.345 -0.214 0.1 0.5 0.2
H -0.404 -2.077 -0.546 0.1 0.0 0.0
H 0.710 -1.751 -1.807 0.0 -0.1 0.2
C 1.331 -0.986 0.101 -0.1 -0.1 -0.6
H -2.959 0.356 -1.746 -0.4 -0.4 -0.3
C -1.972 0.909 -0.132 -1.1 0.7 -2.1
N 0.403 1.308 -0.791 0.0 0.7 1.6
H 0.108 -1.459 1.874 0.0 -0.5 -0.2
C 1.136 -1.559 1.513 0.5 1.0 -0.4
C 1.327 0.651 0.102 0.7 -2.7 0.0
H -2.858 1.090 0.476 0.5 0.3 0.9
H 2.383 0.842 -0.119 -0.2 0.6 0.0
H 1.733 -0.959 2.198 0.1 0.1 0.1
N 0.437 -1.621 -0.848 -0.3 0.4 0.1
O -2.510 1.152 -1.485 0.6 0.0 0.3
H 1.596 -2.537 1.534 -0.6 -0.6 0.2
H 0.168 0.643 -1.517 -0.6 0.1 0.0
H -1.073 2.789 -0.557 -0.2 0.2 0.2
C -0.786 1.869 -0.062 0.2 -1.7 -0.7
```
Positions in Å, forces in eV/Å.

- SMILES = C[C@@H](N)CNCCO
- multiplicity = 1
- LUMO energy (hartree) = 0.03262
- frontier orbital gap (hartree) = 0.339

Mulliken population analysis, charges in e, atoms 1 to 4:
1 H 0.24
2 H 0.33
3 H 0.11
4 H 0.38


Density functional theory data (ωB97M-V/def2-TZVPD) for C5H14N2O as an isolated structure.

Structure (XYZ):
```
22
Properties=species:S:1:pos:R:3:forces:R:3
H -2.351 -1.166 3.490 -0.3 0.3 -0.2
N -2.098 -0.513 2.763 0.2 -0.9 -1.4
H -0.571 -1.703 2.051 -0.1 0.0 -0.4
C -1.238 -0.890 1.791 0.7 1.6 1.9
H -2.624 0.336 2.583 0.0 -0.1 0.3
C 1.085 -0.259 -1.489 -2.0 -1.3 0.4
H 2.230 -1.799 -0.485 0.0 0.0 0.0
H -2.698 0.871 0.255 0.2 -0.1 0.0
H 0.162 0.295 0.548 -0.6 0.3 0.6
H -1.414 1.763 -0.186 0.1 0.0 0.2
H 1.158 1.831 -0.898 0.0 0.1 0.0
C 2.292 -0.730 -0.696 -0.1 0.0 0.0
H 2.359 -0.215 0.268 0.1 0.0 0.0
N -1.773 1.171 0.556 0.0 -0.1 0.1
H 3.238 -0.550 -1.221 0.0 0.0 0.0
H 1.017 -0.828 -2.422 0.3 0.1 -0.1
H -0.137 -0.818 -0.924 2.7 1.3 -1.3
H 2.020 1.503 -2.389 -0.1 -0.1 0.0
O -1.130 -1.086 -0.113 -1.6 -0.4 0.5
C 1.127 1.226 -1.810 -0.1 0.0 0.1
H 0.255 1.538 -2.387 0.0 0.0 0.0
C -0.910 0.024 0.716 0.8 -0.6 -0.8
```
Positions in Å, forces in eV/Å.

- multiplicity = 1
- LUMO energy (alpha / beta) (hartree) = 0.01847 / 0.01848
- frontier orbital gap (alpha / beta) (hartree) = 0.286 / 0.286

Mulliken population analysis, charges in e, atoms 1 to 4:
1 H 0.23
2 N -0.33
3 H 0.38
4 C -0.53


Density functional theory data (ωB97M-V/def2-TZVPD) for a 2-piece molecular cluster, C5H14N2O overall.

Structure (XYZ):
```
22
Properties=species:S:1:pos:R:3:forces:R:3
H -0.096 -2.391 1.408 -0.2 0.3 0.3
C 0.374 1.698 0.061 -0.9 -0.2 -0.7
O 3.487 -1.247 0.214 -0.5 -0.3 0.4
H 1.180 -0.940 0.151 0.3 0.0 -0.1
H 3.698 -2.169 0.053 0.0 -0.1 0.0
C -1.444 2.675 -1.413 0.9 0.1 0.1
H 4.162 -0.751 -0.234 0.5 0.4 -0.3
H -1.690 3.395 -0.640 -0.4 0.0 -0.1
H -0.356 -2.796 -0.228 0.2 0.3 -0.4
H -0.122 1.163 -1.993 0.0 0.2 -0.2
H -1.973 2.627 -2.351 -0.3 0.3 0.0
C -0.515 -1.973 0.480 0.1 -0.8 0.3
N 0.190 -0.781 0.058 -0.3 0.2 -0.5
H 1.428 1.545 -0.154 0.3 0.3 0.3
H -1.281 0.517 0.657 -0.1 0.0 0.3
N -1.927 -1.732 0.684 0.1 0.2 0.3
C -0.374 1.911 -1.245 0.0 -1.0 0.5
H -2.474 -1.829 -0.151 -0.1 0.0 -0.4
H -2.297 -2.346 1.384 -0.2 -0.2 0.2
H 0.162 2.540 0.717 0.4 0.2 0.1
C -0.203 0.443 0.740 0.1 0.1 -0.1
H 0.069 0.442 1.802 0.0 0.0 0.2
```
Positions in Å, forces in eV/Å.

- SMILES = C=CCCNCN.O
- multiplicity = 1
- LUMO energy (hartree) = 0.02368
- frontier orbital gap (hartree) = 0.328

Mulliken population analysis, charges in e, atoms 1 to 4:
1 H 0.41
2 C -0.62
3 O -0.63
4 H 0.15


Density functional theory data (ωB97M-V/def2-TZVPD) for a 2-piece molecular cluster, C5H14N2O overall.

Structure (XYZ):
```
22
Properties=species:S:1:pos:R:3:forces:R:3
H 1.917 -0.543 1.891 0.0 0.0 0.0
H -1.095 -0.770 1.457 0.5 0.1 -0.1
H -1.036 -2.542 -0.256 0.0 -0.1 0.0
H 1.432 2.323 -1.188 -0.1 -0.1 0.2
C -1.637 -1.649 -0.432 -0.3 0.1 0.2
C 2.131 -0.784 0.853 0.2 0.3 -0.2
H 0.121 2.637 -0.267 0.1 -0.2 0.0
H -0.086 -0.281 -0.158 -3.1 -0.6 2.4
H 1.652 -0.660 -1.746 -0.2 -0.2 0.3
C 1.614 0.295 -0.053 0.4 0.0 -2.4
H 3.211 -0.846 0.712 0.1 0.0 0.1
H -2.673 -1.888 -0.191 -0.1 -0.1 -0.1
C -1.123 -0.480 0.404 1.4 0.1 -1.9
O 1.455 1.467 0.583 -0.1 -0.2 0.1
H -1.915 1.136 -0.785 0.0 0.1 0.0
C -1.963 0.779 0.246 0.0 -0.2 0.0
H 1.710 -1.750 0.584 -0.1 0.1 0.0
H -1.615 1.562 0.919 0.0 0.1 0.0
N 1.140 2.590 -0.244 0.1 0.2 0.0
H -1.575 -1.403 -1.494 -0.1 0.0 0.0
N 1.347 0.210 -1.326 1.3 0.7 1.4
H -3.012 0.595 0.488 -0.1 0.0 0.0
```
Positions in Å, forces in eV/Å.

- SMILES = [H]/N=C(\C)ON.CCC
- multiplicity = 1
- LUMO energy (hartree) = 0.03457
- frontier orbital gap (hartree) = 0.385

Mulliken population analysis, charges in e, atoms 1 to 4:
1 H 0.33
2 H 0.40
3 H 0.30
4 H 0.34


Density functional theory data (ωB97M-V/def2-TZVPD) for a 2-piece molecular cluster, C5H14N2O overall.

Structure (XYZ):
```
22
Properties=species:S:1:pos:R:3:forces:R:3
H -3.177 2.614 0.064 0.3 -0.2 -0.7
H 0.063 -1.143 -0.637 -0.6 -0.2 0.9
H -2.290 2.574 -2.829 -1.0 0.4 1.7
H 4.633 -1.721 -0.512 0.0 -0.7 -0.6
H 0.054 -0.631 2.265 0.2 0.5 0.8
H -2.954 4.041 -1.814 -0.7 -0.4 0.2
H 1.435 -2.488 1.538 -0.2 0.6 0.4
H 2.483 -1.454 2.226 0.1 0.8 0.5
N 1.780 -1.510 1.504 -0.7 -1.3 -3.9
C -0.884 0.610 -0.336 -2.6 3.4 -2.1
C -0.419 -0.618 0.241 0.8 -3.9 1.1
O 3.781 -2.169 -0.448 -1.3 0.4 0.9
N -2.773 2.219 -0.808 0.3 0.1 0.1
H -3.000 0.140 -0.271 0.8 0.9 -0.4
H 3.591 -2.889 -1.061 1.0 0.3 -0.2
C -2.770 2.963 -1.850 2.2 -0.6 -1.6
C -2.209 0.872 -0.594 0.5 -1.1 1.8
C 0.656 -0.481 1.390 0.3 1.6 0.4
H 1.135 0.551 1.380 -0.5 -1.5 0.2
H 2.294 -1.567 0.546 0.2 0.2 1.5
H -1.274 -1.249 0.780 1.6 1.2 -1.9
H -0.156 1.336 -0.776 -0.4 -0.5 0.9
```
Positions in Å, forces in eV/Å.

- total charge = +2
- multiplicity = 1
- LUMO energy (hartree) = -0.28525
- frontier orbital gap (hartree) = 0.366

Mulliken population analysis, charges in e, atoms 1 to 4:
1 H 0.34
2 H 0.27
3 H 0.29
4 H 0.32


Density functional theory data (ωB97M-V/def2-TZVPD) for a 2-piece molecular cluster, C5H14N2O2 overall.

Structure (XYZ):
```
23
Properties=species:S:1:pos:R:3:forces:R:3
C 2.087 -1.100 -0.725 -0.7 -0.1 0.0
H -1.186 0.882 1.842 -0.1 0.0 0.1
H -2.822 1.283 1.230 0.0 -0.1 0.1
H 1.611 0.976 -0.901 0.9 0.1 0.1
H 2.961 0.725 1.190 0.1 -0.1 0.1
H 1.692 -0.294 1.894 0.0 0.0 0.0
H -1.980 -1.144 -1.886 0.1 0.3 0.1
H -1.778 -2.567 -1.004 0.3 -0.1 0.1
C 1.397 0.151 -0.204 -2.2 2.4 -0.3
C -1.175 -0.929 -0.018 -3.1 1.2 0.4
H -1.439 2.361 0.900 0.0 0.0 0.0
N -1.405 0.584 -0.180 -0.7 -1.2 -0.1
H -1.755 1.628 -1.768 0.2 -0.2 0.2
O -2.249 0.960 -1.271 0.0 -0.5 0.4
H 1.675 -1.422 -1.681 0.1 -0.1 -0.1
O -0.966 -1.391 1.079 0.5 0.5 -1.1
C 1.887 0.518 1.191 0.1 0.1 -0.1
N -1.469 -1.622 -1.161 0.3 0.2 0.3
H 3.160 -0.922 -0.850 -0.1 0.1 0.0
C -1.752 1.324 1.026 0.1 -0.3 -0.1
H 1.986 -1.928 -0.021 -0.1 -0.1 0.0
H 0.133 0.518 -0.259 4.3 -2.2 0.0
H 1.387 1.409 1.577 0.0 0.0 0.0
```
Positions in Å, forces in eV/Å.

- SMILES = CN(O)C(N)=O.CCC
- multiplicity = 1
- LUMO energy (hartree) = 0.02090
- frontier orbital gap (hartree) = 0.319

Mulliken population analysis, charges in e, atoms 1 to 4:
1 C -1.38
2 H 0.33
3 H 0.32
4 H 0.28


Summary of ΔE to the lowest compared entry with this formula, charge and spin in kcal per mole
47.67, 37.96, 167.52, 115.98, 91.40, 92.80, 64.31, 110.51, 56.34, 84.57, 33.23, 91.98
(order as listed above)
Summary of DFT total energy in Eh
-383.624741, -383.640212, -383.433741, -383.515875, -383.555046, -383.552815, -383.598220, -383.524594, -383.610924, -383.565937, -382.986006, -458.791019
(order as listed above)